a) 19
Properties=species:S:1:pos:R:3:lowdin_charge:R:1 method="wB97M-V/def2-TZVPD" molar_mass_da=120.22 charge=0 lumo_ev=0.7 orbital_gap_ev=8.9
C -0.02105 -0.02811 0.60333 -0.26
C -1.00955 -0.39662 -0.47646 -0.26
C -0.47286 -1.51399 -1.42118 -0.50
S 0.91454 -0.89953 -2.36073 0.81
C 1.97177 -0.27032 -1.03400 -0.48
C 1.13569 0.63132 -0.05125 -0.29
H 0.35833 -0.88810 1.18808 0.13
H -0.40853 0.72143 1.31992 0.08
H -1.23984 0.49538 -1.09025 0.11
H -1.95049 -0.72618 0.00464 0.11
H -1.29849 -1.97366 -1.99779 0.09
H 0.01390 -2.31558 -0.83299 0.07
H 2.80349 0.32594 -1.45606 0.08
H 2.41378 -1.13065 -0.49560 0.08
H 1.90392 0.79480 0.72884 0.11
H 0.85997 1.62053 -0.46463 0.12
O -2.23129 1.56572 2.46375 -0.09
H -1.59213 2.12987 1.97237 0.04
H -2.15111 1.85772 3.40000 0.06

---

b) 19
Properties=species:S:1:pos:R:3:lowdin_charge:R:1 method="wB97M-V/def2-TZVPD" molar_mass_da=120.22 charge=0 lumo_ev=0.6 orbital_gap_ev=9.2
C -0.21740 -0.71488 -1.19480 -0.26
C -0.34985 0.78020 -0.79304 -0.26
C -0.29810 0.90101 0.76103 -0.49
S -1.77713 0.07957 1.49758 0.82
C -1.17094 -1.56751 0.94611 -0.49
C -1.19072 -1.72337 -0.60917 -0.27
H 0.80410 -1.06204 -0.94690 0.11
H -0.35960 -0.83897 -2.28559 0.11
H -1.33515 1.14584 -1.14080 0.10
H 0.42637 1.43779 -1.22953 0.10
H -0.27562 1.97057 1.04560 0.07
H 0.66404 0.44991 1.07128 0.08
H -1.88805 -2.29357 1.37510 0.06
H -0.17220 -1.79173 1.36763 0.08
H -0.83759 -2.70650 -0.97552 0.11
H -2.19399 -1.54377 -1.04120 0.11
O 3.23302 2.83617 0.85143 -0.09
H 3.74234 2.16773 1.36334 0.05
H 3.19643 2.47347 -0.06255 0.04

---

b) wins, 3.7 kcal/mol ahead of the next structure.